# 1
{
  "formula": "C4H11NO2",
  "method": "ωB97M-V/def2-TZVPD",
  "relative_energy_kcal_mol": 26.4,
  "charge": 0,
  "homo_ev": -9.56,
  "smiles": "CC(C)C(N)=O.O",
  "elements": ["N", "C", "C", "C", "C", "O", "H", "H", "H", "H", "H", "H", "H", "H", "H", "H", "H", "O"],
  "xyz": [[1.54232, 0.32564, -1.15115], [0.23346, 0.16161, -0.73393], [-0.12888, -0.85847, 0.34128], [-0.04767, -2.17816, -0.41532], [0.86855, -0.72052, 1.53120], [-0.57900, 0.73397, -1.44613], [2.35698, -0.16763, -0.85577], [1.61914, 0.96213, -1.92629], [-1.10269, -0.66778, 0.75973], [0.87925, -2.70447, -0.52348], [-0.65321, -2.92777, 0.12151], [-0.67582, -2.10862, -1.29805], [1.36402, -1.64670, 1.77877], [0.20578, -0.65726, 2.39788], [1.59554, 0.05739, 1.52799], [-2.30037, 1.58968, 1.15656], [-1.05567, 2.43825, 1.89627], [-1.84714, 2.39148, 1.36374]],
  "atomic_forces_ev_per_a": [[-0.282, -0.026, 0.722], [-0.149, 0.493, -1.926], [2.872, 0.935, -0.328], [-2.553, -1.274, 1.084], [-1.701, -1.513, 0.822], [-0.670, -0.141, 1.009], [0.097, -0.210, 0.366], [0.081, -0.128, -0.032], [-0.478, 0.064, -0.580], [0.841, 0.517, -0.443], [0.196, 0.139, 0.384], [0.621, 0.139, -0.677], [0.504, -0.473, -0.440], [0.356, 0.677, 0.279], [0.247, 0.762, -0.248], [0.560, -1.036, 0.359], [-0.124, -1.154, 0.050], [-0.418, 2.230, -0.403]],
  "nbo_charge": [-0.851, 0.683, -0.304, -0.617, -0.628, -0.620, 0.389, 0.407, 0.225, 0.220, 0.213, 0.233, 0.210, 0.216, 0.221, 0.490, 0.487, -0.975]
}



# 2
{
  "formula": "C18H17N2O11RhS8",
  "method": "ωB97M-V/def2-TZVPD",
  "relative_energy_kcal_mol": 3.6,
  "charge": -2,
  "homo_ev": -2.86,
  "elements": ["Rh", "O", "S", "O", "O", "C", "C", "C", "C", "C", "C", "S", "O", "O", "O", "H", "H", "H", "H", "N", "N", "C", "O", "O", "H", "H", "H", "C", "C", "C", "C", "C", "C", "C", "S", "O", "O", "O", "H", "H", "H", "H", "H", "H", "H", "C", "S", "C", "C", "S", "S", "C", "S", "S", "H", "H", "H"],
  "xyz": [[0.25815, 0.57559, -1.72410], [-1.34341, -0.02459, -2.91971], [-2.09873, -1.28055, -3.17632], [-2.87302, -1.15556, -4.38574], [-1.31043, -2.48249, -3.05381], [-3.30213, -1.43251, -1.85655], [-4.52764, -1.96518, -2.23625], [-5.48345, -2.29682, -1.28895], [-5.21423, -2.10479, 0.05530], [-4.00139, -1.55503, 0.44075], [-3.04510, -1.20636, -0.50510], [-1.59421, -0.36260, 0.13034], [-1.70504, -0.48798, 1.55189], [-1.66662, 0.99963, -0.42567], [-0.40133, -1.02072, -0.48945], [-4.70863, -2.11787, -3.29121], [-6.43274, -2.71200, -1.60577], [-5.94687, -2.37210, 0.80718], [-3.77349, -1.37487, 1.48138], [1.82054, 1.53112, -0.82356], [2.59818, 2.23519, -1.79923], [1.86300, 2.47530, -3.00008], [2.41463, 3.03405, -3.92548], [0.61687, 2.11671, -2.94447], [1.36744, 2.23294, -0.24086], [2.41062, 1.03981, -0.14698], [3.45870, 1.74730, -2.00378], [1.36739, 3.20662, 7.69499], [1.53250, 2.53828, 6.35399], [0.51112, 1.76425, 5.80785], [0.66587, 1.13650, 4.58196], [1.85694, 1.27881, 3.88182], [2.87996, 2.05083, 4.40529], [2.71520, 2.67468, 5.63576], [2.01103, 0.44803, 2.30814], [3.32157, 0.83642, 1.77263], [1.88636, -0.95749, 2.62431], [0.92616, 1.00927, 1.51187], [0.33400, 3.14550, 8.03803], [1.64567, 4.26163, 7.64962], [1.99812, 2.73487, 8.45297], [-0.42238, 1.65682, 6.35078], [-0.13094, 0.54620, 4.14522], [3.79536, 2.15330, 3.83720], [3.51883, 3.28126, 6.04238], [1.16078, -3.80473, -2.59476], [1.62657, -3.81523, -4.34188], [1.19068, -2.24029, -4.99454], [1.18730, -1.00246, -4.46496], [1.80643, -0.63528, -2.87489], [0.71956, 0.28574, -5.56282], [0.49670, -0.66650, -6.96521], [0.07429, -0.07157, -8.45518], [0.73550, -2.34712, -6.67736], [1.16265, -4.86052, -2.32138], [0.16698, -3.38434, -2.47216], [1.88012, -3.25909, -1.99344]],
  "atomic_forces_ev_per_a": [[-0.603, -0.618, -1.046], [0.006, -0.150, -0.123], [-0.009, 0.361, -0.093], [0.008, 0.001, 0.021], [-0.316, 0.156, -0.134], [-0.005, -0.092, 0.018], [-0.008, -0.011, -0.016], [-0.005, -0.003, -0.020], [0.002, 0.003, 0.020], [-0.013, 0.045, 0.013], [-0.030, 0.058, -0.013], [0.108, 0.040, 0.023], [0.031, -0.052, -0.021], [0.362, 0.193, 0.255], [0.006, 0.269, 0.226], [0.005, -0.002, 0.003], [0.002, 0.000, 0.001], [0.003, 0.004, 0.001], [-0.006, -0.006, -0.002], [-0.342, 0.107, 0.125], [-0.067, 0.050, 0.001], [0.174, 0.152, 0.073], [-0.027, -0.043, 0.035], [-0.131, -0.057, -0.037], [0.059, -0.112, 0.124], [0.169, -0.068, -0.199], [0.020, -0.002, 0.051], [-0.001, -0.004, -0.008], [0.001, 0.008, 0.008], [-0.015, -0.009, 0.005], [0.024, 0.040, -0.019], [0.001, 0.001, 0.014], [0.009, -0.014, 0.021], [0.003, 0.000, -0.006], [0.139, 0.021, -0.004], [-0.033, -0.016, -0.030], [-0.010, 0.013, 0.014], [-0.159, -0.059, 0.279], [0.001, 0.002, 0.001], [0.001, -0.003, 0.000], [-0.003, 0.001, 0.000], [0.003, 0.002, -0.003], [-0.001, -0.005, 0.012], [-0.002, 0.003, -0.002], [-0.002, -0.002, -0.003], [0.107, -0.103, 0.095], [0.133, 0.065, 0.048], [-0.118, -0.194, -0.075], [-0.019, 0.074, 0.115], [0.273, 0.087, 0.181], [0.003, 0.033, 0.064], [-0.021, 0.010, -0.060], [0.008, -0.003, 0.019], [-0.025, 0.023, 0.031], [0.014, -0.035, -0.002], [0.267, -0.113, 0.036], [0.028, -0.045, -0.016]],
  "nbo_charge": [1.072, -0.975, 2.447, -0.977, -0.996, -0.322, -0.192, -0.216, -0.228, -0.205, -0.240, 2.397, -0.942, -0.978, -0.928, 0.244, 0.200, 0.200, 0.245, -0.558, -0.527, 0.873, -0.661, -0.688, 0.413, 0.445, 0.387, -0.620, -0.045, -0.235, -0.122, -0.345, -0.182, -0.234, 2.416, -1.050, -0.988, -1.041, 0.206, 0.206, 0.206, 0.193, 0.238, 0.236, 0.192, -0.746, 0.234, -0.379, -0.419, -0.020, 0.570, -0.568, -0.188, 0.464, 0.206, 0.293, 0.232]
}



# 3
{
  "formula": "C27H76O17",
  "method": "ωB97M-V/def2-TZVPD",
  "relative_energy_kcal_mol": 0.0,
  "charge": 0,
  "homo_ev": -9.40,
  "smiles": "CC(C)O.CC(C)O.CC(C)O.CC(C)O.CC(C)O.OCCO.OCCO.OCCO.OCCO.OCCO.OCCO",
  "elements": ["C", "C", "C", "O", "H", "H", "H", "H", "H", "H", "H", "H", "C", "C", "C", "O", "H", "H", "H", "H", "H", "H", "H", "H", "C", "C", "C", "O", "H", "H", "H", "H", "H", "H", "H", "H", "C", "C", "C", "O", "H", "H", "H", "H", "H", "H", "H", "H", "C", "C", "C", "O", "H", "H", "H", "H", "H", "H", "H", "H", "C", "C", "O", "O", "H", "H", "H", "H", "H", "H", "C", "C", "O", "O", "H", "H", "H", "H", "H", "H", "C", "C", "O", "O", "H", "H", "H", "H", "H", "H", "C", "C", "O", "O", "H", "H", "H", "H", "H", "H", "C", "C", "O", "O", "H", "H", "H", "H", "H", "H", "C", "C", "O", "O", "H", "H", "H", "H", "H", "H"],
  "xyz": [[-0.16404, 12.45640, 14.17054], [-0.07393, 11.81174, 15.54057], [-1.27018, 10.95120, 15.86460], [1.13915, 11.02287, 15.62655], [-1.04758, 13.08997, 14.07177], [-0.21419, 11.71413, 13.36505], [0.73155, 13.04825, 13.97137], [0.07658, 12.56437, 16.31499], [-1.36657, 10.80178, 16.93724], [-1.20878, 10.00682, 15.32364], [-2.18937, 11.42713, 15.50932], [1.08924, 10.32374, 14.95926], [0.91795, 10.75993, 7.61750], [1.77923, 9.82693, 6.78720], [2.26878, 8.68226, 7.62989], [1.02300, 9.25800, 5.70909], [1.50152, 11.33828, 8.33563], [0.08363, 10.24894, 8.10117], [0.45504, 11.52374, 6.97780], [2.61260, 10.39942, 6.36740], [2.88176, 8.95199, 8.48660], [2.78190, 7.90135, 7.06037], [1.38839, 8.15283, 8.01522], [0.85632, 9.94778, 5.06053], [-3.22020, 13.99932, 8.10314], [-2.51536, 12.75103, 8.58126], [-1.18239, 13.05581, 9.23128], [-3.41253, 12.12967, 9.52564], [-3.41850, 14.66499, 8.94879], [-4.19447, 13.77158, 7.67235], [-2.60031, 14.54561, 7.39095], [-2.36638, 12.06854, 7.73471], [-1.28809, 13.64922, 10.13926], [-0.56858, 13.65781, 8.55360], [-0.60803, 12.14794, 9.41329], [-3.04067, 11.27723, 9.77123], [5.65288, 12.75853, 16.58273], [4.13614, 12.75273, 16.57660], [3.57548, 13.42531, 15.31816], [3.72333, 11.39108, 16.64856], [6.04503, 12.14813, 15.77046], [6.03291, 12.34931, 17.52265], [6.02514, 13.78468, 16.53888], [3.75194, 13.27721, 17.46153], [2.58212, 13.84992, 15.47858], [3.46100, 12.68069, 14.52418], [4.23358, 14.20554, 14.93112], [2.82622, 11.29728, 16.28941], [-1.64679, 17.43846, 9.36471], [-0.31664, 17.07820, 8.73835], [0.55744, 18.30231, 8.52848], [0.37353, 16.13644, 9.58791], [-1.51078, 18.06939, 10.24662], [-2.21527, 16.55114, 9.64685], [-2.28368, 17.97796, 8.65837], [-0.47956, 16.54513, 7.80004], [0.13236, 19.00252, 7.80968], [1.53502, 17.99767, 8.14866], [0.70894, 18.80208, 9.48880], [0.18409, 16.33852, 10.51230], [5.89198, 9.02564, 10.13536], [5.75968, 8.31066, 8.82614], [7.05298, 7.94867, 8.37533], [6.30653, 8.12203, 11.15907], [4.97242, 9.54719, 10.40024], [6.66132, 9.80572, 10.07183], [5.29118, 8.94082, 8.05584], [5.07207, 7.46877, 8.98530], [6.96573, 7.42494, 7.57448], [7.10428, 7.70070, 10.81954], [2.36818, 18.83035, 14.47094], [2.25607, 17.36447, 14.85263], [2.23318, 16.44044, 13.79444], [1.39101, 19.20262, 13.51428], [3.35759, 19.03366, 14.04062], [2.25226, 19.43579, 15.37227], [1.30167, 17.24410, 15.37454], [3.03263, 17.11634, 15.59344], [3.04998, 16.43057, 13.25705], [1.84171, 19.23577, 12.66307], [3.00438, 12.97820, 11.69044], [2.88858, 14.01504, 10.61367], [1.90879, 13.67259, 9.64441], [3.44414, 11.71273, 11.19949], [2.02505, 12.87608, 12.17595], [3.74634, 13.29160, 12.42489], [3.89260, 14.14620, 10.17365], [2.69298, 15.00240, 11.04303], [1.45248, 14.51803, 9.51231], [2.69226, 11.21813, 10.83896], [3.86392, 18.00486, 10.27900], [4.95258, 17.11804, 10.80909], [4.48360, 16.46104, 12.00449], [3.63540, 19.16197, 11.06365], [2.93509, 17.42616, 10.33571], [4.02238, 18.24454, 9.22581], [5.87181, 17.65512, 11.05171], [5.15108, 16.34050, 10.06509], [5.25020, 16.20841, 12.52803], [4.15402, 19.90490, 10.74293], [2.08516, 8.86895, 13.21884], [2.13214, 8.54113, 11.74728], [1.58107, 9.62488, 10.99911], [0.72453, 8.85705, 13.70512], [2.46492, 9.87786, 13.38040], [2.69333, 8.16472, 13.79554], [1.55340, 7.62742, 11.56904], [3.17031, 8.44406, 11.43881], [0.71899, 9.83488, 11.37867], [0.35760, 7.97594, 13.58152], [4.43592, 11.99198, 7.86349], [5.85050, 12.35154, 8.25297], [6.68754, 12.67848, 7.14085], [3.65214, 13.09890, 7.48165], [3.96395, 11.47535, 8.70923], [4.49110, 11.23640, 7.06598], [6.30525, 11.51182, 8.79263], [5.87459, 13.21308, 8.92047], [6.76024, 11.89612, 6.58622], [3.05686, 13.29428, 8.22653]],
  "atomic_forces_ev_per_a": [[0.175, 0.163, -0.301], [0.766, -0.373, -0.182], [-0.561, 0.207, -0.171], [-0.267, 0.225, -0.073], [0.066, 0.052, 0.091], [-0.094, -0.180, 0.212], [-0.112, 0.130, 0.125], [-0.150, 0.163, -0.095], [0.057, -0.305, -0.009], [0.112, -0.125, 0.177], [0.040, 0.098, 0.141], [-0.253, -0.058, 0.182], [-0.301, 0.801, -0.443], [-0.122, 0.236, 0.015], [-0.346, -1.245, 0.054], [0.118, -0.112, 0.128], [0.013, -0.263, 0.193], [0.219, -0.232, 0.130], [0.119, -0.103, -0.076], [0.029, -0.042, 0.044], [-0.001, 0.346, -0.039], [0.228, 0.363, -0.199], [0.013, 0.196, 0.149], [-0.032, 0.036, 0.037], [-0.140, 0.275, 0.230], [-0.345, -0.100, 0.395], [0.334, 0.217, -0.499], [0.161, 0.031, -0.252], [0.114, -0.080, 0.034], [0.101, -0.091, -0.184], [-0.082, -0.064, -0.104], [0.028, 0.048, 0.004], [-0.154, -0.169, 0.114], [-0.038, -0.088, -0.033], [-0.056, 0.000, 0.275], [0.000, 0.004, 0.031], [0.010, 0.113, 0.634], [-0.178, -0.229, -0.385], [-0.181, -0.212, -0.131], [0.163, 0.026, 0.043], [-0.003, 0.133, -0.137], [-0.089, -0.141, -0.082], [0.039, -0.042, -0.247], [0.156, 0.086, -0.003], [0.079, 0.078, 0.035], [0.154, -0.030, 0.114], [-0.049, 0.119, 0.147], [-0.053, 0.127, 0.126], [-0.472, 0.007, -0.188], [-0.012, -0.004, 0.389], [0.283, -0.216, -0.076], [0.184, -0.079, -0.027], [0.040, -0.025, 0.009], [0.162, -0.067, 0.054], [0.164, 0.117, 0.029], [0.063, 0.003, -0.012], [-0.147, 0.018, 0.077], [-0.034, 0.001, 0.011], [-0.024, 0.101, -0.077], [-0.025, 0.096, -0.040], [0.933, 0.347, 0.184], [-0.713, 0.423, -0.607], [0.136, -0.365, 0.221], [-0.478, 0.062, -0.034], [-0.132, -0.315, 0.277], [-0.115, 0.035, -0.269], [-0.055, 0.164, 0.273], [0.332, -0.240, -0.109], [0.048, -0.044, 0.022], [0.006, -0.036, 0.079], [0.490, -0.253, -0.601], [-0.224, -0.038, 0.577], [0.159, -0.226, -0.580], [-0.051, 0.157, -0.022], [0.038, -0.014, 0.206], [-0.049, 0.028, 0.004], [-0.005, -0.112, -0.110], [0.062, 0.097, -0.121], [-0.347, 0.393, 0.413], [-0.094, -0.038, -0.020], [-0.345, -0.492, 0.030], [1.060, 0.450, 0.169], [0.288, 0.366, 0.188], [0.087, 0.237, -0.118], [0.156, -0.027, 0.123], [-0.099, 0.114, 0.006], [-0.204, -0.266, -0.333], [-0.326, -0.184, 0.214], [-0.513, -0.170, -0.449], [-0.014, 0.025, 0.206], [-0.517, -0.169, 0.135], [0.070, -0.567, 0.318], [0.188, 0.244, 0.004], [-0.133, 0.228, 0.227], [0.045, 0.031, -0.116], [0.170, 0.053, 0.011], [-0.023, 0.141, -0.241], [0.181, 0.112, -0.108], [-0.016, -0.058, -0.024], [0.062, -0.097, -0.037], [-0.109, -0.462, 0.258], [-0.214, 0.690, 0.320], [-0.199, -0.153, -0.266], [0.310, 0.322, -0.314], [0.024, -0.004, 0.011], [-0.002, 0.052, -0.031], [0.260, -0.109, -0.196], [-0.011, -0.234, -0.138], [-0.001, -0.036, -0.004], [0.035, -0.041, 0.120], [-0.037, -0.327, 0.425], [0.545, -0.192, -0.143], [-0.194, 0.183, 0.125], [0.008, -0.074, -0.122], [0.113, 0.056, 0.057], [-0.087, 0.286, -0.202], [-0.149, 0.001, 0.064], [-0.103, 0.055, -0.069], [-0.008, 0.005, -0.010], [-0.105, 0.051, -0.238]],
  "mulliken_charge": [-0.831, 0.474, -1.366, -0.510, 0.460, 0.158, -0.037, 0.412, 0.341, 0.226, 0.383, 0.154, -0.800, 0.579, -1.019, -0.626, -0.036, 0.363, 0.349, 0.131, -0.106, 0.374, 0.389, 0.381, -1.376, 0.547, -0.442, -0.597, 0.257, 0.376, 0.341, 0.168, 0.379, 0.038, -0.032, 0.331, -1.508, 0.596, -0.394, -0.592, 0.313, 0.403, 0.374, 0.141, 0.143, -0.185, 0.372, 0.525, -1.449, 0.536, -1.315, -0.214, 0.406, 0.291, 0.420, 0.232, 0.463, 0.285, 0.204, 0.084, 0.021, -0.170, -0.548, -0.592, -0.084, 0.232, 0.155, 0.357, 0.319, 0.362, -0.567, -0.377, -0.137, -0.557, 0.232, 0.374, 0.344, 0.321, 0.101, 0.257, -0.078, 0.560, 0.200, -0.433, -0.060, 0.451, -0.607, 0.043, 0.025, -0.065, 0.010, -0.313, -0.405, -0.489, -0.274, 0.558, 0.440, 0.075, 0.172, 0.261, -0.144, -0.266, -0.326, -0.563, -0.123, 0.341, 0.410, 0.068, 0.162, 0.323, 0.642, -0.165, -0.580, -0.682, -0.304, 0.367, -0.057, 0.096, 0.330, 0.388]
}